C6H24ClN6O6 | ωB97M-V with the def2-TZVPD basis set

Each atom is followed by the atoms it is bonded to, with distances in Å.
CARTESIAN COORDINATES (ANGSTROEM)
1 Cl -8.7162 23.5397 -21.4067  no bonds
2 C -9.7010 27.4646 -20.9578  O3 1.341, H4 1.090, H5 1.090, H6 1.090
3 O -9.5649 26.5931 -21.9685  C2 1.341, H7 0.960
4 H -9.0196 27.3346 -20.1170  C2 1.090
5 H -9.8154 28.4345 -21.4418  C2 1.090
6 H -10.6662 27.3395 -20.4671  C2 1.090
7 H -9.2825 25.7093 -21.7220  O3 0.960
8 C -6.8883 25.1320 -18.1559  O9 1.383, H10 1.090, H11 1.090, H12 1.090
9 O -6.3596 24.2736 -19.1024  C8 1.383, H13 0.960
10 H -7.3200 25.9909 -18.6697  C8 1.090
11 H -7.5730 24.5605 -17.5293  C8 1.090
12 H -6.0889 25.5054 -17.5160  C8 1.090
13 H -7.0936 24.0612 -19.6836  O9 0.960
14 C -11.0444 24.5512 -24.3747  O15 1.425, H16 1.090, H17 1.090, H18 1.090
15 O -11.2141 23.3311 -23.6587  C14 1.425, H19 0.960
16 H -10.4917 25.2711 -23.7711  C14 1.090
17 H -10.5524 24.3924 -25.3343  C14 1.090
18 H -11.8846 25.1650 -24.6994  C14 1.090
19 H -10.6363 23.3894 -22.8942  O15 0.960
20 C -11.2783 25.4156 -18.1321  O21 1.230, N22 1.282, N23 1.305
21 O -10.2745 26.0961 -17.9266  C20 1.230
22 N -12.2182 25.3852 -17.2607  C20 1.282, H24 1.010, H25 1.010
23 N -11.4899 24.6477 -19.1660  C20 1.305, H26 1.010, H27 1.010
24 H -12.0449 25.8810 -16.3980  N22 1.010
25 H -13.0887 24.8969 -17.4152  N22 1.010
26 H -10.8123 24.6102 -19.9141  N23 1.010
27 H -12.3139 24.0643 -19.1953  N23 1.010
28 C -4.8587 23.3252 -24.1945  O29 1.211, N30 1.301, N31 1.303
29 O -5.3837 24.3723 -24.4998  C28 1.211
30 N -5.2650 22.6265 -23.1752  C28 1.301, H32 1.010, H33 1.010
31 N -3.9590 22.7529 -24.9437  C28 1.303, H34 1.010, H35 1.010
32 H -4.8893 21.6964 -23.0571  N30 1.010
33 H -6.0928 22.7973 -22.6224  N30 1.010
34 H -3.5826 23.2608 -25.7313  N31 1.010
35 H -3.4291 22.0238 -24.4878  N31 1.010
36 C -8.2068 21.3322 -24.7485  O37 1.237, N38 1.286, N39 1.360
37 O -7.7557 20.4714 -25.5144  C36 1.237
38 N -7.9730 22.5928 -24.8481  C36 1.286, H40 1.010, H41 1.010
39 N -8.7815 21.1007 -23.5381  C36 1.360, H42 1.010, H43 1.010
40 H -7.3484 22.9247 -25.5691  N38 1.010
41 H -8.4825 23.0490 -24.1049  N38 1.010
42 H -9.0840 20.1700 -23.2883  N39 1.010
43 H -8.6362 21.7977 -22.8218  N39 1.010

The value obtained for the energy relative to the best compared isomer or geometry (same formula, charge and spin) is 1.8161 eV. The total charge is -1. For the HOMO-LUMO gap, the calculation gives 9.00 eV.